{"formula": "C4H12NO3", "method": "ωB97M-V/def2-TZVPD", "symbols": ["C", "N", "C", "C", "O", "C", "O", "H", "H", "H", "H", "H", "H", "H", "H", "H", "H", "H", "H", "O"], "positions_angstrom": [[-0.462, 1.401, 0.778], [-0.130, 0.909, -0.581], [-0.213, -0.572, -0.863], [0.951, -1.337, -0.037], [0.785, -1.173, 1.367], [-1.545, -1.269, -0.111], [-2.603, -0.678, -0.597], [-1.481, 1.063, 1.064], [0.249, 1.053, 1.567], [-0.421, 2.504, 0.876], [-0.941, 1.305, -1.142], [-0.152, -0.684, -1.999], [0.983, -2.426, -0.336], [1.847, -0.923, -0.416], [-0.015, -1.581, 1.675], [-1.749, -2.315, -0.452], [-1.326, -1.067, 0.967], [2.333, 2.220, 0.081], [1.697, 1.397, -0.907], [2.194, 2.173, -0.934]], "forces_ev_per_a": [[0.0179, -0.5898, 1.0975], [-1.7335, 0.0087, -0.9664], [0.2225, -1.8640, 3.0382], [-2.0804, -0.2603, -1.8632], [2.1850, 0.1753, -0.1976], [0.3052, 1.3049, -3.2951], [-2.2990, 1.8673, 0.1600], [0.4268, 0.2490, -0.0085], [-0.4853, -0.0127, -0.8491], [-0.0938, -0.3941, -0.7393], [1.3635, -0.7779, 0.5916], [-0.1603, -0.1705, 1.6478], [-0.3098, 0.8867, 0.3286], [1.5854, 0.5589, 0.5676], [-0.4802, -0.3091, -0.3149], [1.7316, -0.6496, 0.9969], [-0.5450, -0.6182, -0.0779], [-0.0643, 0.3908, -2.4820], [-2.4443, -2.2616, -0.6442], [2.8582, 2.4657, 3.0098]], "charge": -1, "homo_energy_ha": -0.08552, "relative_energy_kj_mol": 297.3}